[1]
114
Properties=species:S:1:pos:R:3 method="wB97M-V/def2-TZVPD" molar_mass_da=1089.1 smiles="O=S1(=O)OCCO1.O=S1(=O)OCCO1.O=S1(=O)OCCO1.O=S1(=O)OCCO1.O=S1(=O)OCCO1.O=S1(=O)OCCO1.O=C1CCCO1.O=C1CCCO1.O=C1CCCO1.O=C1CCCO1" e_lumo_ha=-0.0063 homo_lumo_gap_ev=10.06 e_homo_ev=-10.2 e_above_lowest_kcal_mol=41.86
O 2.6053 3.4180 -0.7057
C 2.5866 4.1420 0.2513
O 1.9734 3.6977 1.4075
C 2.4132 4.5905 2.4393
C 2.5828 5.9114 1.7259
C 3.1787 5.5278 0.3836
H 3.3301 4.2988 2.9577
H 1.6887 4.7642 3.2361
H 3.0304 6.6906 2.3429
H 1.6373 6.3660 1.4091
H 4.2658 5.4591 0.4334
H 2.7643 6.0889 -0.4486
O -1.3287 -1.3148 -1.4447
C -0.7383 -0.5868 -0.6926
O 0.4573 -0.0152 -0.9511
C 1.0726 0.3798 0.2539
C -0.1617 0.7361 1.1178
C -1.2260 -0.2548 0.7312
H 1.7245 1.2515 0.1891
H 1.7764 -0.3057 0.7311
H -0.4634 1.7855 1.0512
H 0.0932 0.7340 2.1851
H -2.2457 0.1124 0.7133
H -1.0880 -1.2485 1.1670
O -3.0742 -1.2311 3.2338
C -2.5070 -0.5355 4.0290
O -1.4420 -0.9314 4.7492
C -0.9651 0.1482 5.5611
C -1.9445 1.3452 5.4436
C -2.6622 0.9629 4.1648
H 0.0432 0.3849 5.2148
H -0.8736 -0.0838 6.6235
H -1.3910 2.2753 5.3354
H -2.5946 1.4165 6.3129
H -2.2531 1.5884 3.3714
H -3.6891 1.3010 4.3071
O 1.3889 -2.9498 -4.7342
C 1.5434 -1.7797 -4.5506
O 2.1644 -1.3106 -3.4567
C 2.5095 0.0627 -3.5824
C 2.0972 0.4739 -5.0113
C 1.1515 -0.6254 -5.4263
H 3.5775 0.2631 -3.5068
H 1.9978 0.6722 -2.8377
H 3.0205 0.3344 -5.5785
H 1.7576 1.5045 -4.9576
H 1.0914 -0.7596 -6.5009
H 0.1472 -0.3352 -5.0965
C -2.4562 0.5716 -4.0874
C -1.8181 1.7733 -4.7461
O -1.8117 1.3687 -6.1171
S -2.9938 0.3738 -6.4784
O -2.3656 -0.8614 -6.8680
O -4.0111 0.9783 -7.2892
O -3.5251 0.2164 -4.9462
H -2.6860 0.7351 -3.0356
H -1.7275 -0.2445 -4.0699
H -0.8779 1.9959 -4.2388
H -2.3878 2.7009 -4.6564
C 1.7894 -1.8628 4.8687
C 2.4406 -2.7364 3.8284
O 3.0515 -1.9077 2.8453
S 3.4103 -0.4597 3.5272
O 2.8000 0.6246 2.8198
O 4.8430 -0.4223 3.6874
O 2.7025 -0.7621 4.9439
H 1.8340 -2.4438 5.7894
H 0.7421 -1.6398 4.6749
H 1.8223 -3.4521 3.2956
H 3.2519 -3.3188 4.2728
C -6.2970 2.5614 0.0713
C -5.0444 1.8176 -0.3352
O -4.1094 2.0960 0.7003
S -4.5008 3.4566 1.5324
O -3.4579 4.4394 1.3785
O -4.9045 3.0675 2.8464
O -5.7925 3.7877 0.5242
H -6.9529 2.1188 0.8276
H -6.9244 2.5212 -0.8259
H -4.6312 2.2880 -1.2246
H -5.3643 0.7773 -0.3916
C 1.5936 -3.3401 -1.4074
C 0.3828 -4.2494 -1.6592
O 0.1091 -4.9657 -0.4884
S 0.7680 -4.3007 0.8569
O 1.4816 -5.3276 1.5407
O -0.2298 -3.5413 1.5553
O 1.7650 -3.3058 0.0348
H 1.6589 -2.3319 -1.8017
H 2.4902 -3.8698 -1.7403
H 0.6339 -5.0205 -2.3876
H -0.4060 -3.6193 -2.0803
C 5.9172 1.6669 -0.4254
C 5.5908 1.0842 0.9850
O 5.8002 -0.2908 0.7961
S 5.2217 -0.7843 -0.6248
O 3.7811 -0.8661 -0.6505
O 5.9707 -1.9224 -1.0510
O 5.6881 0.5648 -1.3464
H 6.9889 1.7677 -0.6042
H 5.3714 2.5738 -0.6721
H 4.5576 1.3323 1.2191
H 6.3655 1.5005 1.6213
C -4.8857 -3.6005 -0.3715
C -3.3814 -3.5152 -0.2379
O -2.9062 -4.7888 -0.6490
S -3.9525 -5.5732 -1.6131
O -4.3754 -6.7787 -0.9721
O -3.4048 -5.6654 -2.9272
O -5.0701 -4.4068 -1.5605
H -5.4438 -2.6849 -0.5247
H -5.2689 -4.2092 0.4501
H -3.0212 -3.3993 0.7877
H -2.8600 -2.7111 -0.7663


[2]
94
Properties=species:S:1:pos:R:3 method="wB97M-V/def2-TZVPD" charge=+1 molar_mass_da=655.4 e_lumo_ha=-0.1487 homo_lumo_gap_ev=6.98 e_homo_ev=-11.0
C 2.6384 -4.2025 3.3601
C 1.2549 -3.6806 3.0125
O 0.5247 -3.1688 3.8282
O 0.8983 -3.8745 1.7037
C 0.0516 -2.8307 1.2057
C 0.2026 -2.7158 -0.3341
C 0.7590 -1.3591 -0.7336
C -0.1046 -0.3825 -1.2256
C -1.5811 -0.6413 -1.3977
O -2.1653 -0.5518 -2.4502
O -2.1976 -1.0111 -0.2672
B -3.6217 -1.1767 -0.3984
O -4.3793 -0.1912 0.1986
N -4.2811 -2.2778 -1.0354
C -3.3596 -3.3605 -1.4323
C -5.2802 -2.8680 -0.0729
C 0.4345 0.8553 -1.5845
C -0.5369 1.8865 -2.1297
C -1.1377 2.5999 -0.9192
N -2.3932 2.7277 -0.8559
C 1.7820 1.0701 -1.4351
C 2.3226 2.4263 -1.8689
O 3.0561 2.3003 -3.0821
C 2.2761 1.8536 -4.1506
C 2.3678 0.4155 -4.6129
O 1.5636 2.6320 -4.7273
N 2.5902 0.1141 -0.9580
C 4.0443 0.3295 -0.8370
C 4.8377 -0.3357 -1.9877
C 6.2685 0.2624 -2.0491
S 6.5978 1.1461 -3.6099
C 2.0960 -1.0823 -0.6183
B 3.0342 -2.2790 -0.0845
N 3.2673 -3.4655 -0.8376
O 3.5750 -2.0620 1.1629
H 2.5344 -4.8229 4.2490
H 2.9986 -4.8269 2.5373
H 3.3386 -3.3796 3.4913
H 0.1966 -1.8796 1.7135
H -0.9810 -3.1250 1.4231
H 0.7879 -3.5395 -0.7422
H -0.8035 -2.8408 -0.7237
H -5.0453 0.0470 -0.4597
H -2.7388 -3.0554 -2.2810
H -2.6793 -3.6684 -0.6245
H -3.9328 -4.2240 -1.7706
H -5.0508 -2.5329 0.9412
H -5.2360 -3.9570 -0.0643
H -6.2925 -2.5841 -0.3643
H -1.3510 1.4475 -2.6994
H -0.0463 2.5935 -2.7993
H -0.4862 2.9436 -0.1069
H -2.6306 3.1932 0.0251
H 1.5579 3.1978 -1.8944
H 3.0497 2.7501 -1.1203
H 2.3179 -0.3036 -3.7896
H 3.3002 0.2517 -5.1633
H 1.5534 0.1987 -5.3014
H 4.4002 0.0043 0.1422
H 4.2954 1.3854 -0.8916
H 4.8082 -1.4261 -1.9405
H 4.3214 -0.0159 -2.8941
H 7.0147 -0.5113 -1.8677
H 6.3809 1.0277 -1.2781
H 6.4252 0.1919 -4.5491
H 3.1807 -3.3115 -1.8352
H 4.1585 -3.8943 -0.6169
H 4.3600 -2.6065 1.2957
C -6.5542 3.1637 2.6132
C -6.5012 2.7559 1.1461
C -5.5950 3.8265 0.5594
O -4.6867 4.2121 1.5990
C -5.1386 3.6706 2.8464
H -6.8297 2.3527 3.2857
H -7.2712 3.9768 2.7477
H -6.0319 1.7730 1.0513
H -7.4770 2.7154 0.6637
H -6.1664 4.7113 0.2610
H -5.0291 3.4719 -0.3032
H -4.4659 2.8519 3.1258
H -5.0866 4.4404 3.6169
C 2.0718 1.5753 3.6537
C 1.3103 0.2836 3.3806
C 0.1903 0.7712 2.4756
O 0.7104 1.8860 1.7401
C 1.9568 2.2945 2.3190
H 3.1040 1.4203 3.9638
H 1.5643 2.1481 4.4323
H 1.9530 -0.4206 2.8403
H 0.9446 -0.2119 4.2778
H -0.6693 1.1186 3.0555
H -0.1520 0.0092 1.7766
H 2.7649 1.9949 1.6362
H 1.9732 3.3799 2.4197


[3]
83
Properties=species:S:1:pos:R:3 method="wB97M-V/def2-TZVPD" charge=+2 molar_mass_da=581.5 e_lumo_ha=-0.2777 homo_lumo_gap_ev=4.38 e_homo_ev=-11.9 e_above_lowest_kcal_mol=94.19
N -4.9675 2.5480 -8.9509
C -5.1576 1.3111 -8.4571
C -4.5243 0.8556 -7.2909
C -3.6656 1.7033 -6.5518
C -3.5013 3.0180 -7.0726
C -4.1596 3.3881 -8.2760
C -3.0313 1.2527 -5.3144
Be -0.4570 0.5595 -2.1320
P -0.6021 2.1947 4.5208
C -2.3113 2.0809 -4.5056
C -1.9823 1.7383 -3.1350
C -1.9041 2.7599 -2.1616
C -1.9336 2.4289 -0.8049
C -2.1261 1.1120 -0.3952
C -2.1592 0.0732 -1.3335
C -2.0802 0.3711 -2.7102
Br -2.1511 0.6674 1.4919
H -3.2544 0.2099 -5.0575
H -2.1096 3.1152 -4.8117
H -4.7175 -0.1663 -6.9704
H -2.8897 3.7726 -6.5638
H -5.8355 0.6718 -9.0408
H -4.0067 4.4043 -8.6805
H -2.0055 3.8078 -2.4807
H -2.1806 -0.4287 -3.4348
H -1.9589 3.2119 -0.0507
H -2.3181 -0.9476 -0.9786
P 1.5402 1.4330 -0.8939
C -2.3250 1.5683 4.2857
C -3.4567 2.0170 5.1895
H -2.2580 0.4725 4.2958
H -2.5921 1.8808 3.2569
H -4.3407 1.4083 4.9724
H -3.2018 1.8780 6.2390
H -3.7359 3.0566 5.0091
C -0.4232 3.5975 3.3578
C 0.1055 4.8417 4.0733
H -1.3927 3.7920 2.8895
H 0.2624 3.2975 2.5590
H -0.0318 5.7354 3.4597
H -0.4212 5.0028 5.0171
H 1.1747 4.7640 4.2888
C 0.6394 0.9836 3.9197
C 1.2990 0.1869 5.0585
H 1.4092 1.5677 3.3975
H 0.1684 0.3213 3.1803
H 2.2592 -0.2420 4.7350
H 1.5083 0.8448 5.9135
H 0.6687 -0.6492 5.3925
C 3.1513 0.9230 -0.1229
C 4.4136 0.8753 -0.9830
H 2.9668 -0.0509 0.3551
H 3.3231 1.6443 0.6897
H 4.3803 0.1030 -1.7637
H 4.6327 1.8499 -1.4436
H 5.2612 0.6385 -0.3242
C 1.3769 3.0718 -0.1019
C 0.9908 4.2447 -0.9945
H 2.3420 3.2894 0.3815
H 0.6411 2.9426 0.7059
H 1.6800 4.3446 -1.8377
H -0.0303 4.1468 -1.3743
H 1.0412 5.1658 -0.4014
C 1.8986 1.7852 -2.6659
C 2.1984 0.4881 -3.4311
H 2.7308 2.5036 -2.6988
H 1.0277 2.3003 -3.1157
H 1.8148 0.5410 -4.4607
H 3.2767 0.3073 -3.4909
H 1.7359 -0.3968 -2.9597
C 0.2913 -2.7675 -1.8790
P 0.2579 -1.6665 -0.3703
C -0.8547 -2.6884 0.6848
C 1.7889 -2.2391 0.4974
H -0.7111 -3.1921 -2.0231
H 1.0256 -3.5692 -1.7199
H 0.5655 -2.1808 -2.7651
H -0.4696 -3.7157 0.6877
H -0.8305 -2.2977 1.7085
H -1.8905 -2.6899 0.3338
H 1.6706 -3.2967 0.7473
H 2.6858 -2.0936 -0.1024
H 1.8737 -1.6606 1.4247